103
Properties=species:S:1:pos:R:3:forces:R:3 method="wB97M-V/def2-TZVPD" mol_weight_g_mol=885.82 gap_ev="6.6 / 7.3" total_charge=+3 energy_ha=-6330.48597 multiplicity=4
V -0.771 0.109 -0.866 0.232 1.265 1.846
C -0.469 3.045 -1.355 0.104 0.402 -0.343
N -0.760 2.182 -0.203 0.381 0.407 0.571
C -2.060 2.463 0.406 -0.421 0.228 0.254
C -3.058 1.611 -0.310 -0.370 0.071 -0.066
N -2.680 0.532 -0.976 -1.223 0.592 0.157
C -3.822 0.007 -1.552 -1.231 0.280 0.008
C -4.031 -1.084 -2.394 0.168 0.038 0.059
C -5.330 -1.372 -2.762 0.139 -0.038 -0.034
C -6.411 -0.593 -2.335 0.016 0.138 0.111
C -6.225 0.519 -1.540 0.012 0.029 0.001
C -4.921 0.806 -1.162 0.316 -0.726 -0.387
N -4.388 1.814 -0.385 0.282 0.193 0.174
C 0.226 2.215 -2.382 0.196 0.031 -0.287
N -0.165 0.959 -2.539 0.265 0.730 -0.820
C 0.483 0.483 -3.660 0.611 0.540 -0.872
C 0.347 -0.713 -4.360 0.038 0.070 0.012
C 1.171 -0.907 -5.447 -0.130 -0.058 0.157
C 2.110 0.056 -5.833 0.067 0.187 -0.027
C 2.212 1.277 -5.197 0.028 -0.013 -0.017
C 1.366 1.488 -4.117 -0.447 -0.858 0.009
N 1.155 2.575 -3.286 -0.227 0.074 0.208
H 0.089 3.949 -1.090 -0.124 -0.122 -0.011
H -1.421 3.378 -1.790 0.146 -0.042 0.016
H -0.004 2.267 0.481 -0.107 -0.050 -0.077
H -2.339 3.526 0.338 0.067 -0.224 0.120
H -2.043 2.181 1.465 0.076 0.111 -0.165
H -3.196 -1.663 -2.763 -0.153 0.032 -0.064
H -5.530 -2.210 -3.409 0.046 -0.110 -0.093
H -7.408 -0.859 -2.648 -0.091 -0.014 -0.044
H -7.054 1.138 -1.237 -0.126 0.068 0.047
H -4.909 2.576 0.024 0.092 0.006 0.009
H -0.394 -1.446 -4.074 -0.050 -0.053 -0.034
H 1.082 -1.815 -6.024 0.024 -0.097 -0.050
H 2.747 -0.151 -6.677 0.080 0.013 -0.131
H 2.904 2.030 -5.537 0.102 0.101 -0.049
H 1.663 3.454 -3.326 -0.138 0.028 0.158
C -4.382 -2.308 1.040 0.366 0.047 0.062
S -2.576 -2.114 1.028 -0.380 -0.131 0.283
C -2.130 -3.784 1.595 -0.141 0.440 -0.133
H -4.678 -3.120 0.383 -0.037 -0.068 -0.067
H -4.815 -1.380 0.686 -0.116 0.128 -0.054
H -4.705 -2.505 2.057 -0.115 -0.026 0.039
H -2.580 -3.957 2.568 0.020 -0.105 0.057
H -1.048 -3.826 1.668 0.101 -0.061 0.024
H -2.485 -4.523 0.877 0.018 -0.039 0.069
C 0.851 -0.988 5.685 -0.021 -0.464 0.291
N 1.440 0.299 5.112 0.231 -0.020 0.381
C 0.573 1.465 5.579 -0.137 0.482 0.232
N -0.776 1.253 5.222 -0.222 0.239 0.433
C -1.282 0.018 5.799 -0.063 0.035 0.110
N -0.506 -1.112 5.320 -0.138 -0.252 0.350
C -0.726 -1.401 3.923 -0.051 0.018 -0.668
P -0.174 -0.016 2.771 -0.152 0.612 1.131
C 1.499 0.227 3.637 -0.132 -0.019 -1.127
C -1.018 1.335 3.798 0.084 -0.174 -0.530
H 0.945 -0.943 6.775 0.113 0.123 -0.154
H 1.437 -1.828 5.299 0.025 0.198 0.052
H 2.386 0.423 5.482 -0.077 -0.003 -0.022
H 0.958 2.379 5.115 0.071 -0.188 0.072
H 0.666 1.536 6.667 0.135 -0.106 -0.148
H -2.328 -0.113 5.519 0.066 0.006 0.055
H -1.212 0.070 6.889 -0.015 0.010 -0.085
H -1.793 -1.566 3.762 0.073 -0.046 -0.038
H -0.197 -2.317 3.655 -0.052 0.002 -0.064
H 1.946 1.149 3.254 0.024 -0.061 0.112
H 2.143 -0.611 3.360 -0.025 0.075 0.081
H -2.097 1.264 3.638 0.000 0.076 -0.074
H -0.682 2.316 3.448 -0.084 0.009 -0.051
N 3.216 4.802 -2.243 -0.197 0.427 -0.282
C 4.148 3.801 -2.076 -0.101 -0.149 0.021
O 5.019 3.588 -2.879 0.067 -0.031 -0.007
C 3.894 2.841 -0.951 0.104 -0.323 0.160
C 4.863 1.876 -0.678 -0.196 0.120 0.036
C 4.552 0.855 0.203 -0.073 0.064 -0.078
C 3.270 0.805 0.730 0.146 -0.041 0.051
N 2.342 1.737 0.512 -0.120 0.007 0.254
C 2.679 2.749 -0.281 0.309 0.195 -0.170
H 3.471 5.447 -2.983 0.062 0.024 0.076
H 2.848 5.272 -1.430 0.067 -0.048 0.087
H 5.826 1.937 -1.166 0.026 0.003 -0.068
H 5.277 0.093 0.444 0.031 -0.075 0.052
H 2.961 -0.024 1.350 0.036 -0.123 0.033
H 1.938 3.529 -0.383 -0.032 0.034 -0.133
Se -1.377 -3.176 -1.593 0.058 -0.068 0.077
N -0.380 -1.694 -1.360 1.018 -2.381 -0.675
C 0.878 -1.986 -1.766 -0.467 -0.612 -0.064
C 1.983 -1.122 -1.693 0.651 0.298 0.013
C 3.175 -1.526 -2.243 -0.561 0.537 0.442
C 3.318 -2.795 -2.836 -0.295 -0.820 -0.261
C 2.289 -3.699 -2.838 0.720 0.071 -0.085
C 1.046 -3.309 -2.298 -0.674 0.177 0.322
N -0.053 -4.059 -2.257 0.623 -0.444 -0.584
H 1.884 -0.148 -1.218 0.138 -0.010 -0.156
H 4.024 -0.860 -2.222 0.063 0.080 0.014
H 4.262 -3.058 -3.290 0.071 -0.057 0.034
H 2.403 -4.696 -3.234 0.003 -0.070 -0.109
C 1.750 -3.013 1.406 0.238 -0.214 -0.193
O 0.970 -1.825 1.426 0.114 -0.083 -0.110
H 1.763 -3.415 2.417 0.015 -0.019 0.015
H 2.773 -2.806 1.084 0.064 -0.052 0.024
H 1.318 -3.758 0.738 -0.024 -0.118 -0.024
H 0.853 -1.511 0.517 0.098 -0.261 0.320


40
Properties=species:S:1:pos:R:3:forces:R:3 method="wB97M-V/def2-TZVPD" mol_weight_g_mol=442.26 gap_ev=6.9 total_charge=-2 energy_ha=-2534.88074
C -0.498 3.454 2.606 -0.782 0.547 -0.131
F 0.711 3.169 2.141 0.296 -0.098 0.233
F -1.170 2.309 2.778 0.194 -0.242 -0.069
F -0.370 3.995 3.839 0.270 0.014 0.050
S -1.437 4.607 1.447 -1.719 0.734 -1.222
O -2.763 3.994 1.373 0.584 -0.245 0.282
O -1.511 5.916 2.092 0.770 -0.414 0.403
O -0.693 4.567 0.210 0.188 0.129 0.789
C -0.252 -1.509 0.725 -0.140 0.466 -0.549
F 0.767 -2.170 1.282 -0.068 -0.198 0.055
F -1.315 -2.337 0.639 0.118 -0.240 0.138
F -0.596 -0.502 1.517 0.229 -0.084 -0.015
S 0.178 -0.900 -0.977 0.085 1.240 -0.471
O 0.269 -2.112 -1.784 0.177 -0.248 0.543
O -0.909 -0.023 -1.327 -0.163 -0.948 0.273
O 1.430 -0.180 -0.792 -0.286 -0.985 0.212
O -3.472 -0.906 2.260 -0.046 -0.139 0.209
H -3.648 -1.630 2.869 -0.044 -0.012 -0.031
H -3.138 -1.330 1.463 0.061 0.098 -0.041
O 4.095 -0.580 -0.279 -0.046 0.120 0.097
H 4.062 -1.496 0.007 -0.038 -0.025 -0.054
H 3.155 -0.336 -0.402 0.336 -0.171 -0.038
O 1.670 -4.555 -1.962 -0.309 -0.063 0.288
H 1.863 -5.034 -1.152 0.120 -0.021 -0.042
H 1.117 -3.805 -1.671 0.037 0.071 -0.201
O -1.194 -0.641 4.727 -0.041 -0.360 0.030
H -1.542 -0.746 3.831 -0.052 0.309 -0.019
H -0.239 -0.641 4.616 -0.008 0.125 -0.083
O 1.229 2.586 -0.735 0.213 -0.143 -0.005
H 2.177 2.741 -0.692 -0.003 -0.076 0.063
H 1.125 1.642 -0.531 0.148 0.475 -0.189
O 3.034 -2.702 -3.684 0.034 -0.064 -0.069
H 2.530 -3.404 -3.245 0.189 0.131 0.004
H 2.726 -1.889 -3.272 -0.015 -0.014 0.012
O -0.519 -2.176 -4.502 -0.037 -0.263 -0.023
H -0.220 -2.288 -3.583 -0.042 0.220 -0.198
H -1.477 -2.149 -4.434 0.001 0.101 0.055
O -1.456 2.628 -1.870 -0.197 -0.424 -0.491
H -1.312 1.681 -1.687 -0.041 0.655 -0.043
H -2.408 2.750 -1.842 0.024 0.038 0.246


21
Properties=species:S:1:pos:R:3:forces:R:3 method="wB97M-V/def2-TZVPD" mol_weight_g_mol=106.17 gap_ev="2.7 / 9.5" total_charge=-1 energy_ha=-345.48177 multiplicity=2
N -0.260 -1.819 -0.319 0.447 0.324 0.426
C 0.522 -0.690 -0.894 -1.370 0.172 -1.317
C 1.907 -1.041 -1.341 1.151 -0.218 0.292
C 0.490 0.508 0.007 0.243 -0.845 1.446
N -0.845 0.917 0.404 -0.503 1.556 -0.514
C -1.429 1.953 -0.449 -0.840 0.288 0.593
H 0.221 -2.702 -0.464 0.019 0.151 0.051
H -0.296 -1.664 0.685 -0.008 -0.386 0.151
H -0.112 -0.392 -1.743 0.507 -0.011 -0.369
H 1.931 -2.021 -1.822 0.054 -0.025 -0.064
H 2.606 -1.058 -0.491 -0.297 -0.322 0.090
H 2.417 -0.328 -2.004 -0.588 0.110 -0.187
H 1.080 1.325 -0.403 -0.316 0.221 -0.246
H 1.020 0.227 0.928 0.132 -0.013 0.069
H -1.549 0.200 0.377 0.438 -0.870 0.147
H -0.839 2.870 -0.465 0.186 -0.201 -0.139
H -1.690 1.620 -1.455 0.431 0.022 -0.370
H -2.404 2.238 -0.019 0.238 -0.003 0.078
H -0.401 -0.209 3.696 -0.377 -0.373 0.007
H -1.120 0.385 2.553 -0.312 -0.122 -0.213
O -1.247 -0.319 3.218 0.764 0.543 0.068


16
Properties=species:S:1:pos:R:3:forces:R:3 method="wB97M-V/def2-TZVPD" mol_weight_g_mol=90.12 smiles=CC(C)(O)CO gap_ev=10.8 energy_ha=-308.86743
C -1.224 -1.046 -0.391 -0.019 -0.045 0.185
C -0.122 -0.093 0.088 0.027 -0.048 0.338
C -0.508 1.377 0.034 -0.009 0.042 0.090
O 0.233 -0.415 1.500 -0.572 0.077 -0.185
C 1.194 -0.360 -0.649 -0.317 -0.075 -0.244
O 2.211 0.236 0.108 0.171 -0.128 0.217
H -0.860 -1.760 -1.144 -0.010 0.229 0.235
H -1.536 -1.611 0.487 -0.191 -0.117 -0.144
H -2.096 -0.534 -0.817 0.249 0.005 0.193
H -0.870 1.703 -0.948 0.112 -0.275 0.114
H -1.313 1.546 0.756 0.056 0.143 -0.065
H 0.367 1.984 0.289 -0.197 0.004 0.027
H 0.177 0.352 2.098 -0.288 -0.287 -0.679
H 1.342 -1.449 -0.753 -0.004 0.188 0.111
H 1.139 0.057 -1.664 0.159 0.064 0.237
H 1.866 0.012 1.006 0.832 0.223 -0.430


36
Properties=species:S:1:pos:R:3:forces:R:3 method="wB97M-V/def2-TZVPD" mol_weight_g_mol=211.24 gap_ev=8.9 total_charge=-1 energy_ha=-802.38178
C 0.560 2.059 -0.062 0.445 -1.427 0.387
C -0.235 1.721 1.239 2.599 0.622 -0.142
C 0.710 0.979 2.189 -0.353 0.415 0.403
O 0.688 1.139 3.393 -0.292 -0.029 -0.237
N 0.983 0.718 -0.538 0.953 1.410 -0.790
C 1.756 0.681 -1.809 1.023 -1.170 -0.033
N 0.919 0.582 -3.045 2.512 2.004 1.176
H -0.053 2.628 -0.765 -0.147 0.016 0.041
H 1.499 2.595 0.126 -0.261 0.212 0.173
H -0.436 2.608 1.841 -1.095 -0.055 -0.422
H -1.010 1.095 0.839 -1.019 -0.105 0.611
H -3.223 0.528 -0.440 -0.528 0.099 0.841
H 1.493 0.351 1.772 0.138 -0.309 -0.468
H 0.185 0.094 -0.596 0.004 -0.077 -0.262
H 2.587 1.493 -1.912 -1.897 -0.926 0.424
H 2.380 -0.250 -1.699 -0.530 0.574 -0.469
H 0.484 1.521 -3.022 -0.575 -1.310 -0.535
H 0.258 -0.143 -2.857 -0.986 0.201 -0.040
H -2.007 2.043 -2.132 -1.119 0.688 0.269
H -3.186 2.177 -1.252 -0.257 0.211 0.107
O -2.620 2.775 -1.744 1.099 -0.487 -0.433
H 1.377 -2.333 2.269 0.209 -0.068 -0.086
H 0.460 -1.458 3.089 0.291 -0.330 0.327
O 0.856 -2.347 3.085 -0.167 0.716 0.269
H -1.492 -2.026 -1.269 -0.109 0.272 -0.274
H -3.594 0.731 0.207 0.364 -0.216 -0.704
O -1.494 -1.270 -0.676 0.453 0.486 0.662
H -1.564 -0.367 -1.303 -0.582 -1.379 -0.927
H -2.167 0.078 -3.208 -0.146 -0.164 0.104
O -1.779 0.430 -2.406 0.274 0.458 0.318
H 1.359 -3.280 0.544 0.046 0.536 -0.380
H 1.830 -2.102 -0.336 -0.174 0.092 0.073
O 2.132 -2.705 0.349 0.077 -0.514 0.347
H -0.858 -2.341 0.544 0.026 -0.384 -0.080
H -0.571 -2.970 1.914 0.231 -0.251 0.092
O -0.543 -3.177 0.973 -0.506 0.193 -0.344